[1]
C18H6AsCl4F5NS5Tc | wB97M-V/def2-TZVPD

```
41
C18H6AsCl4F5NS5Tc, DFT wB97M-V/def2-TZVPD
F -1.27 -1.69 -2.50
C -5.73 0.81 -0.38
H 1.62 0.71 4.31
C 1.44 -3.56 -0.09
C -3.63 1.93 -0.54
C 4.69 1.00 2.91
C 4.31 1.12 1.58
H 4.02 0.79 4.93
C -0.34 -2.24 -1.70
C 2.03 0.92 2.23
C 1.32 -2.19 -0.07
S 1.16 2.81 -0.53
S 2.54 1.28 -0.50
C -3.71 -0.44 -0.18
Cl -2.92 -1.94 0.17
S 2.96 3.05 -3.98
C 2.97 1.11 1.22
Cl -2.74 3.40 -0.68
H -5.50 2.93 -0.67
C 2.38 0.83 3.56
C -2.95 0.71 -0.41
H 5.75 0.99 3.16
C 3.73 0.88 3.89
N -1.57 0.67 -0.54
C -0.25 -3.62 -1.76
F -1.04 -4.31 -2.59
Cl 0.34 0.71 1.85
F 0.73 -5.62 -1.00
C 0.43 -1.47 -0.85
C -5.09 -0.40 -0.17
Cl 5.55 1.28 0.39
H -6.81 0.84 -0.40
S 0.50 0.65 -2.98
H -5.64 -1.31 -0.01
S -0.49 4.07 -3.55
Tc 0.11 0.63 -0.70
C 0.64 -4.29 -0.95
F 2.31 -4.19 0.70
F 2.15 -1.56 0.79
As 1.03 2.74 -3.43
C -5.01 1.98 -0.54
```

HOMO-LUMO gap	0.24189	Eh
total energy	-7391.9079	hartree

---

[2]
C6H14N3O3P | wB97M-V/def2-TZVPD

```
27
C6H14N3O3P, DFT wB97M-V/def2-TZVPD
C -1.87 -1.99 0.71
C -0.79 -1.26 -0.11
H -0.51 -3.09 -1.26
C 2.81 2.36 -1.03
H -0.90 1.71 3.65
N -0.30 1.31 1.77
O -0.01 3.16 -0.81
O -0.40 0.63 -1.48
H -2.12 0.59 -0.38
H -1.96 -0.71 -1.73
H -2.34 -1.53 1.51
H 2.47 3.44 -0.89
H 0.45 -1.81 1.54
H 3.34 2.38 -2.09
N -0.15 0.09 1.99
P 0.34 1.75 -0.54
H -1.27 -2.76 1.18
H 1.18 -0.25 0.51
H -2.53 -2.45 0.06
C 0.26 -0.81 0.94
N -0.74 2.08 2.64
O 1.83 1.35 -1.01
C 0.03 -2.15 -1.14
H 1.06 -2.40 -0.81
H 0.02 -1.59 -2.11
C -1.42 -0.16 -0.96
H 3.53 2.12 -0.16
```

HOMO-LUMO gap (spin up / spin down)	0.25411 / 0.25415	Eh
total energy	-968.2146	hartree

---

[3]
C4H6N2O2 | wB97M-V/def2-TZVPD

```
14
C4H6N2O2, DFT wB97M-V/def2-TZVPD
C 1.57 -1.23 -0.12
H -0.07 1.59 0.86
O 1.99 0.52 1.41
N -0.42 1.46 -1.25
H -2.15 -0.04 -1.62
H 2.64 -1.53 -0.42
H -1.24 -1.41 0.21
H -0.32 0.14 2.37
C -0.28 0.32 1.08
N -1.35 -0.09 0.34
C 1.20 -0.06 0.82
H -0.72 1.87 -2.22
C -1.18 0.25 -1.05
O 0.31 -1.77 -0.43
```

HOMO-LUMO gap	0.26858	Eh
total energy	-415.7523	hartree

---

[4]
C31H27CoFN2O3S | wB97M-V/def2-TZVPD

```
66
C31H27CoFN2O3S, DFT wB97M-V/def2-TZVPD
C -5.71 -3.66 -0.47
S 0.24 -3.79 -1.47
N -1.08 -1.72 -0.77
C -0.90 2.00 4.46
C 2.55 -1.37 -1.17
F -0.40 -1.81 5.86
H 0.72 4.20 5.76
H 1.26 2.12 -0.06
C -3.62 -4.95 -1.12
C -4.20 -3.72 -0.73
C -1.06 1.16 2.14
N -1.08 3.29 3.96
C -3.39 -2.62 -0.60
C -0.90 0.93 3.56
C -2.69 4.64 5.24
H -0.72 -1.22 3.35
C -0.56 -0.57 5.38
H -7.14 -4.60 0.85
C -1.23 3.49 2.66
C -1.22 2.48 1.72
H -5.68 -1.93 0.87
H 0.04 2.73 7.60
C -2.28 -5.08 -1.37
C -0.68 2.94 6.81
C -0.72 1.78 5.84
H -1.65 3.04 7.30
C -1.43 2.92 0.29
C 1.61 1.14 -0.36
H -0.39 0.28 7.33
C -2.02 -2.74 -0.85
C -6.46 -4.05 -1.75
H -0.87 5.31 4.33
H -5.54 -4.38 1.57
H -1.86 -6.04 -1.67
C 0.13 -2.13 -1.06
H -2.80 5.48 5.93
H -7.24 -2.27 0.12
H -3.11 3.75 5.71
C -1.22 4.45 4.89
H 2.91 -2.34 -1.48
H -5.96 -1.52 -0.84
C 2.97 0.92 -0.56
O -1.61 4.08 0.03
C -0.73 -0.38 4.04
H -1.37 4.51 2.32
H -4.25 -5.82 -1.22
H -3.79 -1.66 -0.31
H 4.49 -0.48 -1.14
H -5.81 -5.67 0.39
H 3.67 1.73 -0.41
O -1.04 0.12 1.38
C -0.55 0.49 6.28
C -6.07 -4.64 0.65
H -7.54 -4.01 -1.58
H -6.21 -3.37 -2.57
O -1.41 1.96 -0.60
C -0.32 4.23 6.09
C 3.44 -0.32 -0.97
C 0.73 0.11 -0.57
C 1.19 -1.15 -0.96
H -6.21 -5.06 -2.08
H -3.27 4.86 4.34
C -1.47 -3.96 -1.23
H -0.42 5.09 6.76
Co -1.14 0.20 -0.42
C -6.16 -2.26 -0.06
```

HOMO-LUMO gap (spin up / spin down)	0.27947 / 0.27941	Eh
total energy	-3413.4307	hartree
total charge	+1

---

[5]
C18H20ClF6N2O5PV | wB97M-V/def2-TZVPD

```
54
C18H20ClF6N2O5PV, DFT wB97M-V/def2-TZVPD
C -0.11 3.45 2.30
O 0.78 2.23 -1.35
H 1.73 -3.51 0.89
C 1.59 -2.33 -0.90
F -2.32 6.01 0.89
N -0.58 -3.48 -1.07
C 3.64 -1.65 -1.92
F -3.55 3.48 -0.55
H 4.21 -3.51 0.86
C -2.93 -4.26 -0.92
C -1.87 -3.23 -0.78
H 5.42 -2.31 -0.93
C 3.66 -2.99 0.09
C 0.00 -4.70 -1.63
Cl 0.00 2.08 -2.63
H -1.75 3.77 3.63
C -1.09 1.71 3.63
O -0.20 -0.18 -0.18
C 2.25 -1.66 -1.92
H 4.17 -1.14 -2.70
O 0.42 2.95 -3.63
H -3.85 -3.90 -0.49
H 2.63 3.59 1.86
H 0.89 -4.44 -2.18
H -0.04 4.49 2.00
H -2.64 -5.19 -0.43
H 2.68 2.26 0.69
C 4.34 -2.31 -0.92
H -2.86 -1.39 -0.06
C 0.84 2.52 1.78
F -3.69 4.36 1.48
F -2.09 1.44 0.89
H 1.81 3.77 0.33
O -1.37 2.42 -2.07
C -1.97 -1.90 -0.38
H 1.53 0.47 1.88
H -1.83 1.40 4.36
H -3.11 -4.48 -1.98
F -3.67 5.68 -0.84
F -1.53 4.21 -0.09
H -0.72 -5.15 -2.30
C -0.69 -1.39 -0.46
C 2.05 3.05 1.10
H -0.19 -0.25 3.51
C 2.27 -3.00 0.11
N 0.15 -2.35 -0.89
V -0.89 1.45 -0.34
P -2.98 4.78 0.18
O -0.04 0.71 -2.98
C -1.05 3.06 3.21
H 1.68 -1.18 -2.70
C -0.17 0.77 3.15
H 0.25 -5.40 -0.83
C 0.78 1.16 2.23
```

HOMO-LUMO gap (spin up / spin down)	0.26721 / 0.19262	Eh
total energy	-3527.6812	hartree
total charge	+2
spin multiplicity	2

---

[6]
C18H31Cl2HgN4O3S | wB97M-V/def2-TZVPD

```
60
C18H31Cl2HgN4O3S, DFT wB97M-V/def2-TZVPD
C -2.11 2.30 0.07
H -0.74 1.18 5.09
O -0.10 0.21 0.89
H 2.32 -1.60 -0.74
H -2.23 2.36 1.17
H 4.28 1.47 -4.24
H 3.33 -0.95 1.12
Cl 1.34 2.98 -1.27
N 4.43 1.51 -2.16
H -3.31 -5.13 -1.01
H -5.20 -1.62 0.71
H -1.00 -1.61 -0.03
C 3.78 0.35 -2.00
H -5.39 -3.92 -0.29
O 3.42 -0.10 -0.89
N -0.25 0.68 3.14
H -0.61 -1.18 2.29
C 1.79 -2.29 1.11
H 2.84 -1.57 2.67
Hg 0.38 0.95 -1.87
Cl 0.06 -1.18 -2.81
H 5.95 1.63 -3.63
C -2.46 0.51 -1.65
N 2.84 -1.65 1.67
C -0.77 0.30 4.43
C 4.90 1.93 -3.47
H -4.02 0.35 0.85
C -2.00 -3.49 -0.51
C -2.32 0.90 -0.37
C -4.41 -3.44 -0.20
H 1.37 1.96 3.51
H 3.56 -0.17 -2.95
C -4.33 -2.16 0.33
C -1.94 -2.17 -0.07
O -2.54 -0.03 2.07
S 0.64 -3.09 2.07
H -0.22 2.74 3.50
H -2.83 2.99 -0.39
C 0.39 1.97 3.01
C -0.45 -0.11 2.04
H -2.26 0.83 -3.74
C -3.09 -1.51 0.34
H 4.91 3.34 -1.30
C -3.25 -4.12 -0.61
H -3.54 1.81 -3.00
H -1.10 2.65 -0.20
C -2.53 1.41 -2.85
H 4.17 2.15 -0.18
N 1.73 -2.27 -0.22
H 5.88 1.98 -0.70
H 0.53 2.22 1.95
H -0.18 -0.51 4.86
C 4.87 2.28 -1.00
H 4.84 3.02 -3.54
H -2.61 -0.55 -1.87
H -1.07 -4.00 -0.75
H 0.94 -2.68 -0.70
H -1.81 -0.04 4.31
H -1.83 2.26 -2.77
C -3.00 -0.07 0.81
```

HOMO-LUMO gap	0.21092	Eh
total energy	-2621.3002	hartree
total charge	-1

---

Repeat the second record exactly.
C6H14N3O3P | wB97M-V/def2-TZVPD

```
27
C6H14N3O3P, DFT wB97M-V/def2-TZVPD
C -1.87 -1.99 0.71
C -0.79 -1.26 -0.11
H -0.51 -3.09 -1.26
C 2.81 2.36 -1.03
H -0.90 1.71 3.65
N -0.30 1.31 1.77
O -0.01 3.16 -0.81
O -0.40 0.63 -1.48
H -2.12 0.59 -0.38
H -1.96 -0.71 -1.73
H -2.34 -1.53 1.51
H 2.47 3.44 -0.89
H 0.45 -1.81 1.54
H 3.34 2.38 -2.09
N -0.15 0.09 1.99
P 0.34 1.75 -0.54
H -1.27 -2.76 1.18
H 1.18 -0.25 0.51
H -2.53 -2.45 0.06
C 0.26 -0.81 0.94
N -0.74 2.08 2.64
O 1.83 1.35 -1.01
C 0.03 -2.15 -1.14
H 1.06 -2.40 -0.81
H 0.02 -1.59 -2.11
C -1.42 -0.16 -0.96
H 3.53 2.12 -0.16
```

HOMO-LUMO gap (spin up / spin down)	0.25411 / 0.25415	Eh
total energy	-968.2146	hartree